Molecular formula: C2H18NO5
Method: DFT, wB97M-V/def2-TZVPD

Values from the calculation:
* energy above the lowest of the compared OMol25 structures with the same formula, charge and spin: 0.0 kJ/mol
* total energy: -14088.71785 eV
* maximum force: 1.1 eV/Å
* net charge: +1
* highest occupied orbital energy: -14.69 eV
* multiplicity: 1

Element x y z (Å)
C 1.536 1.732 1.209
N 0.224 2.069 0.592
C -0.895 1.359 1.237
H 2.322 2.196 0.633
H 1.567 2.080 2.234
H 1.688 0.660 1.215
H 0.279 1.781 -0.426
H 0.097 3.073 0.644
H -0.712 0.288 1.234
H -1.833 1.516 0.699
H -1.078 1.695 2.250
H -2.807 -1.581 -1.531
H -1.363 -1.017 -1.375
O -2.177 -1.255 -0.879
H 0.876 -1.865 -1.521
H 0.504 -2.105 -3.034
O 0.436 -1.486 -2.299
H -1.590 -1.936 0.711
H -1.255 -2.807 2.006
O -1.035 -2.012 1.511
H 0.166 0.391 -2.212
H 0.488 1.827 -2.679
O 0.562 1.231 -1.923
H 1.865 -2.524 0.459
H 0.670 -1.657 0.905
O 1.465 -1.652 0.338